No. 1
Entry from the Open Molecules 2025 dataset: 11 unconnected molecules or ions with the total composition C6H34N2O10 at a distorted geometry (ωB97M-V/def2-TZVPD).

Total charge ... 0
HOMO ... -0.349 hartree
SMILES ... C=CC[C@H](C)NCN.O.O.O.O.O.O.O.O.O.O
Kohn-Sham gap ... 9.8728 eV

```
52
Properties=species:S:1:pos:R:3:forces:R:3
C -3.6777 1.2926 1.7447 -0.1 -0.6 1.1
C -3.3574 1.7533 0.5458 0.7 0.4 0.5
C -2.3102 2.8303 0.3848 0.2 1.4 -0.3
C -0.8425 2.6003 0.8417 -1.1 -1.8 -0.7
C -0.0563 3.8665 0.7812 -0.5 1.1 0.3
N -0.1870 1.6030 -0.0791 0.0 -0.3 1.2
C -0.6745 0.2081 0.0265 -1.1 -0.1 -0.1
N -1.0246 -0.1646 -1.3465 -0.6 -0.6 -0.4
H -3.1800 1.6214 2.6601 0.3 0.6 -0.4
H -4.3483 0.5016 2.0788 -0.3 0.0 -1.1
H -3.7562 1.4560 -0.4095 -0.6 -0.6 0.2
H -2.6385 3.7393 0.9504 0.1 -0.6 -0.5
H -2.2855 3.1163 -0.6822 0.1 0.1 0.3
H -0.9798 2.2180 1.8685 0.7 0.0 -0.1
H -0.0234 4.2257 -0.2665 0.7 -0.4 0.5
H -0.6367 4.6541 1.2735 0.1 -0.1 0.2
H 0.8916 3.7931 1.3407 -0.1 0.1 -0.8
H 0.8076 1.5823 0.1260 0.1 0.2 0.0
H 0.0012 -0.5444 0.4322 0.4 0.6 -0.3
H -1.5728 0.1141 0.6850 0.8 0.6 -0.5
H -1.5299 -1.0623 -1.4255 0.3 0.5 0.4
H -1.6673 0.5562 -1.6712 0.1 -0.2 -0.2
O -0.9586 -1.8308 1.9659 -0.2 -0.7 0.4
H -1.6817 -1.2823 2.2937 0.2 -0.1 0.0
H -0.1417 -1.4475 2.3352 -0.5 0.1 -0.4
O -2.5170 -3.3722 -0.6089 0.3 -0.1 0.3
H -1.9592 -3.2811 0.1778 -0.1 0.3 -0.1
H -2.4866 -4.3223 -0.7688 -0.1 0.1 -0.2
O 0.9743 -0.0319 2.6691 0.5 0.1 0.7
H 1.3706 -0.6492 3.3000 -0.1 0.0 0.1
H 1.7801 0.4352 2.4088 -0.1 0.0 -0.4
O 2.5552 -3.3663 0.1030 0.8 -0.3 -2.0
H 2.7195 -4.0906 -0.5315 -0.4 -1.0 1.2
H 2.7661 -2.7710 -0.6615 -0.7 1.2 0.9
O 2.5021 -1.7088 -2.1349 0.1 -0.3 -0.2
H 3.1176 -1.8762 -2.8599 -0.2 0.1 0.1
H 1.6822 -1.3770 -2.5825 0.6 -0.2 -0.1
O 3.2428 0.9459 -1.3090 -0.1 0.3 0.2
H 2.6315 1.0367 -2.0490 0.1 0.0 -0.1
H 4.0957 0.7745 -1.7184 0.0 -0.1 0.1
O 0.8228 1.8927 -3.0616 0.1 0.1 0.2
H 0.5142 1.7793 -2.1416 -0.3 0.2 0.0
H 0.2926 2.5953 -3.4509 0.0 0.0 0.1
O 3.4828 -0.9983 1.5432 -0.2 -0.3 -0.2
H 3.4713 -1.9564 1.6840 0.1 0.1 0.1
H 3.0397 -0.9515 0.6823 0.2 0.4 0.0
O 0.5123 -0.7070 -3.6921 -0.2 1.0 0.8
H 0.0643 -0.7180 -2.8190 -0.6 -0.6 0.0
H 0.5578 0.2851 -3.6470 0.5 -0.6 -0.9
O 0.1754 -4.6991 1.7817 -0.2 -0.1 0.0
H -0.5282 -4.0404 1.7732 0.2 0.2 0.2
H 0.9503 -4.2279 1.4592 0.1 0.1 -0.2
```
Forces are in eV/Å.

---

No. 2
Entry from the Open Molecules 2025 dataset: 11 unconnected molecules or ions with the total composition C6H34O11 at a distorted geometry (ωB97M-V/def2-TZVPD).

Total charge ... 0
HOMO ... -0.352 hartree
SMILES ... CC(C)O.CC(C)O.O.O.O.O.O.O.O.O.O
Kohn-Sham gap ... 9.4888 eV

```
51
Properties=species:S:1:pos:R:3:forces:R:3
C -2.1560 0.1848 -1.3346 1.1 -0.1 1.1
C -3.1227 0.6266 -2.4161 0.5 0.0 0.4
C -3.3715 2.1168 -2.3096 0.0 0.8 0.2
O -2.6120 0.2739 -3.6943 -0.2 0.0 0.0
H -1.6639 -0.7770 -1.4942 -0.6 -0.3 -0.3
H -2.5765 0.1487 -0.3268 -0.3 -0.1 -0.1
H -1.2803 0.8333 -1.2136 -0.3 0.4 -0.4
H -4.0562 0.0938 -2.2294 -0.1 -0.1 -0.5
H -3.8000 2.4007 -1.3440 0.0 -0.2 0.1
H -4.0254 2.5479 -3.0689 -0.1 -0.4 -0.2
H -2.4221 2.6567 -2.3797 0.1 -0.1 -0.1
H -1.7122 0.6301 -3.7394 -0.1 0.0 0.0
C -1.5378 3.7902 2.7970 -0.8 -0.6 -0.8
C -0.3782 2.8152 2.5309 0.8 2.1 0.4
C 0.0088 2.6756 1.0685 -0.4 -0.7 -0.7
O 0.7309 3.5122 3.1869 0.0 -0.7 0.1
H -2.3837 3.6653 2.1101 0.3 -0.2 -0.3
H -1.1529 4.7956 2.6499 0.0 0.1 0.2
H -2.0348 3.6844 3.7611 0.6 0.1 0.3
H -0.4945 1.8492 3.0226 -0.2 -0.1 -0.2
H -0.8720 2.5644 0.4310 0.0 -0.2 0.1
H 0.6424 1.7951 0.9245 -0.1 -0.1 0.0
H 0.5758 3.4979 0.6256 -0.2 0.4 0.5
H 1.4959 3.4002 2.6171 0.2 0.0 0.2
O 0.9760 -1.2036 -0.0413 0.3 -0.1 -0.1
H 1.7887 -1.7397 -0.1201 -0.3 0.3 0.0
H 1.0704 -0.5089 -0.7152 -0.1 -0.4 0.2
O 1.8878 -3.1256 -2.8919 0.2 0.1 -0.1
H 2.3509 -2.7090 -2.1544 -0.3 -0.2 0.0
H 1.2421 -3.7039 -2.4716 0.0 0.1 0.0
O 3.0599 -1.1441 2.5813 -0.2 -0.5 0.0
H 2.6522 -2.0278 2.4239 0.3 0.8 0.1
H 2.5041 -0.7251 3.2456 0.0 0.0 -0.1
O -0.3425 -4.4389 0.9691 0.5 0.2 0.0
H -0.4876 -3.4728 0.8822 -0.5 -0.4 0.1
H -0.9911 -4.7177 1.6233 -0.1 0.1 -0.1
O -1.2018 -1.7767 1.4009 0.6 0.0 0.1
H -0.2988 -1.5539 1.0576 -0.6 0.4 -0.1
H -1.1739 -1.5652 2.3406 -0.1 0.0 -0.1
O 3.1399 -2.9684 -0.2935 0.5 -0.5 0.3
H 3.7823 -3.4545 -0.8244 -0.1 0.1 0.0
H 3.1025 -3.4531 0.5578 0.0 0.4 -0.2
O 2.3224 0.3379 -1.9567 0.5 0.0 0.1
H 2.8166 -0.1856 -2.6010 -0.2 0.0 -0.1
H 2.9797 0.6162 -1.3041 -0.1 0.0 -0.1
O 0.1814 1.7228 -3.1607 0.1 -0.1 0.2
H 0.8065 1.2528 -2.5782 -0.1 0.2 -0.4
H 0.3093 2.6531 -2.9489 -0.1 0.0 -0.1
O 2.1530 -3.6843 2.1289 -0.4 -0.7 0.0
H 2.1918 -4.1076 2.9949 0.1 0.0 -0.1
H 1.3772 -4.0983 1.6810 -0.1 0.2 0.2
```
Forces are in eV/Å.

---

No. 3
Entry from the Open Molecules 2025 dataset: 11 unconnected molecules or ions with the total composition C6H34O14 at a distorted geometry (ωB97M-V/def2-TZVPD).

Total charge ... 0
HOMO ... -0.365 hartree
SMILES ... OCCO.OCCO.OCCO.O.O.O.O.O.O.O.O
Kohn-Sham gap ... 9.3798 eV

```
54
Properties=species:S:1:pos:R:3:forces:R:3
O 0.0570 -0.6560 -1.6468 1.3 0.2 0.0
C -1.2300 -0.2291 -1.3181 -1.7 -0.1 0.1
C -1.5456 -0.6837 0.0672 0.3 -0.4 0.8
O -0.8409 0.1246 1.0004 -1.0 0.3 0.1
H 0.3646 -0.0850 -2.3546 0.2 0.0 -0.4
H -1.3960 0.8441 -1.2251 0.6 0.4 -0.6
H -1.9075 -0.6173 -2.0786 -0.4 -0.1 0.2
H -1.2761 -1.7315 0.2002 -0.2 -0.1 0.0
H -2.5908 -0.5442 0.3432 -0.1 -0.2 -0.4
H 0.0929 0.1829 0.7854 0.5 -0.5 -0.1
O 2.5821 2.7469 0.2377 0.4 -1.0 0.3
C 1.3598 3.4220 0.0419 0.4 1.2 0.7
C 0.8941 4.1979 1.3127 0.0 0.5 -0.5
O 1.4932 5.5323 1.5784 -0.3 -2.0 -0.2
H 3.1498 3.3118 0.7671 0.2 0.0 0.1
H 1.5991 4.0733 -0.7987 -0.8 0.6 -0.1
H 0.6018 2.7034 -0.2696 0.0 0.0 0.2
H 1.0852 3.5947 2.2002 0.5 0.1 0.0
H -0.1954 4.2201 1.2899 -0.1 0.6 -0.2
H 1.5643 6.0626 0.7813 -0.3 -0.2 -0.3
O 0.8136 -3.4399 -1.5748 0.4 -0.6 -0.1
C 1.5571 -3.6831 -0.3917 1.1 0.1 -0.3
C 3.0681 -3.3531 -0.6109 -1.4 -0.9 0.8
O 3.2923 -1.9648 -0.4675 0.2 0.4 -0.2
H 0.7473 -2.4822 -1.5752 -0.7 0.6 -0.5
H 1.0783 -3.0619 0.3653 0.6 0.1 0.6
H 1.4681 -4.7167 -0.0572 -0.2 -0.1 -0.4
H 3.4023 -3.7098 -1.5851 -0.2 0.0 -0.1
H 3.6319 -3.8959 0.1478 0.2 0.3 0.1
H 3.2472 -1.5766 -1.3443 0.1 0.1 -0.1
O 2.7040 -0.6807 3.0427 0.6 -0.4 1.1
H 2.6605 0.1221 3.5622 0.0 0.1 0.2
H 2.3097 -0.4448 2.2030 -0.2 0.3 -0.3
O -5.0622 -1.6180 -0.4740 0.1 -0.1 -0.2
H -5.4710 -1.0121 -1.0920 -0.1 0.1 -0.2
H -4.8974 -1.0896 0.3069 -0.1 -0.1 0.3
O 1.6849 -0.1142 0.7654 -0.1 0.6 -0.2
H 2.0664 0.6183 0.2814 0.4 0.6 0.0
H 2.0419 -0.8943 0.3408 0.4 -0.8 -0.4
O -2.3453 1.2885 2.7679 -1.0 0.5 0.7
H -1.9990 1.1466 1.8869 0.6 -0.2 -0.3
H -1.9040 0.6328 3.3077 0.2 -0.2 0.0
O 0.6647 1.2976 -3.5997 0.0 0.1 0.3
H 0.4914 1.4242 -4.5325 -0.2 -0.1 -0.3
H 1.5636 1.6037 -3.4790 0.4 0.1 0.1
O -1.3064 3.2492 -2.1553 -0.2 0.1 0.2
H -1.0429 4.0659 -2.5792 0.0 0.3 -0.1
H -0.5709 2.6545 -2.3020 0.2 -0.3 -0.3
O -4.6240 -1.7110 2.7317 0.0 -0.3 -0.2
H -4.1903 -0.9149 2.4247 0.3 0.4 0.1
H -5.2394 -1.4070 3.3989 -0.2 0.1 0.2
O -1.5411 -4.0330 -0.2658 -0.5 -0.1 0.4
H -1.4650 -4.7576 0.3549 -0.2 -0.2 0.2
H -0.6964 -4.0125 -0.7156 0.3 0.1 -0.6
```
Forces are in eV/Å.

---

No. 4
Entry from the Open Molecules 2025 dataset: 12 unconnected molecules or ions with the total composition C6H35NO12 at a distorted geometry (ωB97M-V/def2-TZVPD).

Total charge ... 0
HOMO ... -0.334 hartree
SMILES ... CCCC[C@H](N)C=O.O.O.O.O.O.O.O.O.O.O.O
Kohn-Sham gap ... 9.4054 eV

```
54
Properties=species:S:1:pos:R:3:forces:R:3
C -0.0159 -0.4896 3.4564 -0.7 -2.5 -0.4
C 0.1369 0.3678 2.2022 1.0 -0.7 1.9
C 0.4018 1.7723 2.6522 -0.1 2.8 1.1
C -0.1634 2.9104 1.7675 0.6 -0.1 -1.3
C -0.0953 2.6296 0.2201 0.1 -2.1 0.4
N 1.1942 2.3766 -0.4090 -0.8 3.2 -0.5
C -0.7986 3.7654 -0.5093 0.0 -0.2 1.3
O -1.8484 3.5782 -1.0596 -0.2 0.5 -0.5
H 0.8819 -0.6472 4.0671 -0.1 0.6 -0.1
H -0.2652 -1.5304 3.1188 0.3 0.8 0.3
H -0.8833 -0.2263 4.0656 0.3 0.5 0.1
H 0.9973 -0.0270 1.6379 -0.3 0.4 0.0
H -0.7456 0.1904 1.6251 -0.7 0.6 -0.4
H 1.4347 1.9028 2.9900 0.5 -0.1 -1.1
H 0.0181 2.1403 3.6545 -0.6 -1.5 -0.7
H 0.3279 3.9081 1.9886 -0.7 -1.0 -0.1
H -1.2474 2.9184 1.9678 0.3 0.5 0.1
H -0.6210 1.6677 -0.0152 -0.5 1.0 0.5
H 1.7947 1.6345 -0.1256 0.4 -0.2 0.8
H 1.6102 3.3126 -0.3740 1.1 -0.9 -0.2
H -0.3680 4.8064 -0.3382 -0.2 -0.7 -0.5
O -1.6829 -0.5909 -3.7720 0.4 0.1 -0.7
H -2.4319 -0.3567 -3.1979 -0.4 0.0 -0.2
H -1.9567 -0.7564 -4.6804 -0.5 0.2 0.3
O -3.4647 -0.4500 -1.6999 0.1 0.5 -1.7
H -2.8287 -1.1343 -1.4497 -0.5 0.1 1.2
H -4.1967 -0.2448 -1.1168 0.3 -0.6 0.5
O -3.9205 1.2613 0.4801 -0.1 -0.3 0.2
H -3.3117 1.3314 -0.2700 -0.2 0.4 0.1
H -4.4587 2.0586 0.5423 0.3 0.0 -0.3
O 3.4837 0.7878 0.6935 -0.3 0.3 -0.4
H 3.6192 0.8148 1.6462 0.0 -0.4 -0.2
H 3.4032 -0.1287 0.3931 0.5 0.0 0.6
O -0.4544 -4.9966 0.1758 0.0 -0.3 0.4
H 0.2911 -5.3537 0.6822 -0.2 0.2 -0.3
H -0.9460 -4.5018 0.8446 0.1 -0.1 -0.2
O 0.5163 -1.1730 -2.5726 -0.5 1.2 -2.4
H 0.8046 -0.2749 -2.8486 0.7 0.0 1.1
H -0.1113 -1.2004 -3.3720 0.1 -0.8 1.9
O 0.5751 -2.5178 1.2677 -0.2 -0.4 0.9
H 1.4556 -2.1603 1.1458 -0.1 0.0 -0.6
H 0.0083 -2.4617 0.4865 0.8 -0.2 -0.4
O 0.3966 1.8853 -3.1459 0.0 -0.6 -0.7
H 0.0653 2.3045 -2.3482 0.2 -0.2 0.2
H -0.3462 1.4214 -3.5537 -0.2 0.3 0.1
O 4.0055 -2.1581 0.0786 -0.6 0.2 0.3
H 3.8308 -3.0514 0.4021 0.2 0.1 0.0
H 3.1899 -2.0059 -0.4247 0.3 -0.4 -0.5
O 1.9522 -3.1778 -1.5936 -0.4 -0.1 -0.5
H 2.0866 -3.9663 -2.1287 0.2 -0.1 0.2
H 1.2934 -2.6719 -2.1151 0.5 0.1 0.4
O -1.2322 -1.3664 -0.4872 1.6 0.3 0.0
H -0.4178 -1.1258 -1.0113 -1.0 -0.4 -0.4
H -0.9631 -1.0004 0.3669 -0.7 0.0 0.1
```
Forces are in eV/Å.